# 1
{
  "formula": "C22H19AuN4",
  "method": "wB97M-V/def2-TZVPD",
  "symbols": ["Au", "N", "C", "C", "C", "C", "C", "C", "C", "C", "C", "C", "C", "C", "H", "H", "H", "H", "H", "H", "H", "H", "H", "H", "N", "C", "C", "C", "C", "C", "N", "C", "C", "C", "C", "C", "N", "H", "H", "H", "H", "H", "H", "H", "H", "H"],
  "xyz": [[-0.03, 0.30, 0.65], [1.88, -0.23, 0.37], [2.82, 0.07, 1.41], [3.92, 0.86, 1.14], [4.81, 1.13, 2.16], [4.56, 0.64, 3.45], [3.43, -0.12, 3.71], [2.52, -0.43, 2.69], [1.26, -1.13, 2.95], [1.18, -1.92, 4.12], [0.02, -2.55, 4.52], [-1.13, -2.41, 3.77], [-1.09, -1.66, 2.60], [0.08, -1.03, 2.20], [2.21, 0.11, -0.53], [1.81, -1.25, 0.29], [4.11, 1.21, 0.14], [5.69, 1.72, 1.97], [5.25, 0.87, 4.25], [3.24, -0.43, 4.72], [2.07, -2.07, 4.70], [0.02, -3.16, 5.41], [-2.06, -2.86, 4.10], [-1.99, -1.55, 2.04], [-2.20, 2.68, 0.02], [-2.82, 1.46, 0.07], [-4.22, 1.44, 0.05], [-4.87, 0.24, 0.00], [-4.12, -0.94, -0.08], [-2.76, -0.85, -0.02], [-2.11, 0.33, 0.09], [-0.94, 3.06, -0.36], [-0.73, 4.42, -0.61], [0.50, 4.85, -1.03], [1.52, 3.91, -1.22], [1.24, 2.60, -0.92], [0.04, 2.16, -0.50], [-2.86, 3.46, 0.06], [-4.77, 2.37, 0.05], [-5.95, 0.21, -0.02], [-4.60, -1.91, -0.18], [-2.14, -1.73, -0.09], [-1.54, 5.12, -0.47], [0.68, 5.89, -1.23], [2.50, 4.19, -1.57], [2.00, 1.85, -1.03]],
  "energy_ha": -1203.91106,
  "total_charge": 2,
  "max_force_ev_per_a": 1.5,
  "orbital_gap_ev": 6.7,
  "spin_multiplicity": 1,
  "lumo_energy_ha": -0.2809
}

# 2
{
  "formula": "C13H10ClN3S",
  "method": "wB97M-V/def2-TZVPD",
  "symbols": ["Cl", "C", "C", "C", "N", "N", "C", "N", "C", "C", "C", "S", "C", "C", "C", "C", "C", "C", "H", "H", "H", "H", "H", "H", "H", "H", "H", "H"],
  "xyz": [[1.13, -0.95, -2.82], [1.08, -0.96, -1.07], [0.41, 0.03, -0.35], [-0.14, 1.31, -0.87], [0.18, 2.01, -1.91], [-0.73, 3.05, -1.91], [-1.60, 2.83, -0.97], [-1.28, 1.81, -0.37], [-2.20, 1.33, 0.66], [-3.33, 2.34, 0.48], [-2.83, 3.38, -0.60], [0.87, -0.12, 1.38], [1.89, -1.52, 1.13], [2.62, -2.31, 1.94], [3.23, -3.49, 1.39], [3.03, -3.78, 0.01], [2.35, -2.92, -0.89], [1.85, -1.85, -0.26], [-2.52, 0.37, 0.54], [-1.76, 1.31, 1.63], [-3.51, 2.84, 1.48], [-4.24, 1.60, 0.20], [-2.63, 4.35, -0.15], [-3.60, 3.52, -1.36], [2.69, -2.10, 3.04], [3.64, -4.25, 2.02], [3.37, -4.68, -0.47], [2.04, -3.11, -1.90]],
  "energy_ha": -1523.95460,
  "total_charge": 0,
  "max_force_ev_per_a": 9.0,
  "orbital_gap_ev": 8.4,
  "spin_multiplicity": 1,
  "lumo_energy_ha": 0.0051
}

# 3
{
  "formula": "C3H7NOS2",
  "method": "wB97M-V/def2-TZVPD",
  "symbols": ["C", "C", "C", "H", "H", "H", "H", "H", "H", "H", "N", "O", "S", "S"],
  "xyz": [[2.86, -0.26, -0.04], [-0.13, 0.21, -0.30], [-1.75, -1.53, 0.43], [3.71, -0.87, 0.34], [2.92, 0.11, -1.18], [2.84, 0.83, 0.42], [-3.18, -1.96, 0.64], [-0.99, -1.24, 1.81], [-1.57, -2.54, -0.43], [-2.13, 1.47, -0.26], [-1.43, -0.27, -0.54], [-2.43, 0.47, -0.15], [1.14, -1.06, -0.03], [0.23, 1.80, 0.22]],
  "energy_ha": -1044.56155,
  "total_charge": 0,
  "max_force_ev_per_a": 7.3,
  "orbital_gap_ev": 8.5,
  "spin_multiplicity": 1,
  "lumo_energy_ha": -0.0137
}

# 4
{
  "formula": "C38H43AsIrNO2P2S",
  "method": "wB97M-V/def2-TZVPD",
  "symbols": ["Ir", "C", "S", "C", "C", "C", "N", "P", "C", "C", "C", "C", "C", "C", "C", "C", "C", "C", "C", "C", "P", "C", "C", "C", "C", "C", "C", "C", "C", "C", "C", "C", "C", "H", "H", "H", "H", "H", "H", "H", "H", "H", "H", "H", "H", "H", "H", "H", "H", "H", "H", "H", "H", "H", "H", "H", "H", "H", "H", "H", "H", "H", "C", "As", "C", "C", "C", "C", "C", "C", "C", "C", "H", "H", "H", "H", "H", "H", "H", "H", "H", "H", "H", "H", "H", "O", "C", "O", "H"],
  "xyz": [[1.54, -0.25, -0.18], [-4.75, -5.14, -1.27], [-5.00, -3.39, -1.13], [-4.52, -3.05, 0.56], [-3.01, -2.73, 0.70], [-2.69, -1.30, 0.22], [-1.27, -1.04, 0.11], [-0.16, -0.47, 1.28], [0.07, -1.69, 2.58], [-0.80, -1.67, 3.68], [-0.71, -2.65, 4.65], [0.25, -3.65, 4.55], [1.12, -3.67, 3.47], [1.04, -2.69, 2.48], [-0.84, 1.03, 2.00], [-1.73, 1.80, 1.25], [-2.24, 2.98, 1.78], [-1.83, 3.41, 3.04], [-0.92, 2.66, 3.77], [-0.42, 1.47, 3.26], [-0.26, -0.97, -1.27], [0.03, -2.61, -1.91], [0.08, -3.70, -1.04], [0.35, -4.96, -1.54], [0.62, -5.13, -2.89], [0.62, -4.05, -3.75], [0.34, -2.78, -3.27], [-1.07, 0.01, -2.53], [-2.08, -0.62, -3.29], [-2.77, 0.10, -4.24], [-2.47, 1.44, -4.47], [-1.47, 2.06, -3.73], [-0.78, 1.34, -2.77], [-4.94, -5.42, -2.30], [-5.45, -5.64, -0.60], [-3.72, -5.39, -0.98], [-4.81, -3.91, 1.17], [-5.13, -2.20, 0.87], [-2.42, -3.45, 0.13], [-2.75, -2.85, 1.75], [-3.13, -0.56, 0.89], [-3.14, -1.13, -0.77], [-1.55, -0.89, 3.78], [-1.38, -2.63, 5.50], [0.32, -4.40, 5.31], [1.88, -4.43, 3.40], [1.73, -2.72, 1.66], [-2.04, 1.48, 0.27], [-2.95, 3.57, 1.22], [-2.23, 4.32, 3.45], [-0.60, 3.00, 4.75], [0.29, 0.89, 3.84], [-0.10, -3.57, 0.02], [0.38, -5.81, -0.87], [0.84, -6.12, -3.27], [0.85, -4.18, -4.80], [0.34, -1.93, -3.94], [-2.31, -1.67, -3.14], [-3.55, -0.38, -4.83], [-3.00, 2.00, -5.22], [-1.23, 3.10, -3.91], [0.01, 1.82, -2.20], [0.53, 3.51, 0.04], [1.92, 2.21, -0.28], [2.64, 2.64, -2.02], [3.28, 2.57, 1.09], [3.76, 3.98, 0.86], [3.15, 5.04, 1.52], [3.61, 6.35, 1.31], [4.66, 6.58, 0.45], [5.28, 5.53, -0.20], [4.82, 4.22, 0.01], [0.96, 4.48, -0.19], [0.23, 3.46, 1.08], [-0.34, 3.33, -0.59], [2.81, 3.72, -2.01], [1.92, 2.38, -2.80], [3.57, 2.11, -2.19], [4.06, 1.82, 0.98], [2.77, 2.43, 2.05], [2.34, 4.86, 2.21], [3.15, 7.17, 1.84], [5.02, 7.59, 0.29], [6.12, 5.71, -0.85], [5.32, 3.40, -0.49], [3.42, -0.32, -1.09], [3.53, -1.55, -0.87], [2.52, -2.14, -0.36], [4.46, -2.09, -1.07]],
  "s_squared": 0.753,
  "energy_ha": -5099.20448,
  "total_charge": 3,
  "max_force_ev_per_a": 1.3,
  "orbital_gap_ev": [6.3, 3.2],
  "spin_multiplicity": 2,
  "lumo_energy_ha": [-0.3263, -0.4416]
}

# 5
{
  "formula": "C21H30Ge2INS4SbW",
  "method": "wB97M-V/def2-TZVPD",
  "symbols": ["W", "S", "Sb", "S", "S", "S", "C", "C", "Ge", "C", "C", "C", "C", "Ge", "C", "C", "C", "C", "C", "C", "C", "C", "C", "C", "H", "H", "H", "H", "H", "H", "H", "H", "H", "H", "H", "H", "H", "H", "H", "H", "H", "H", "H", "H", "H", "H", "H", "H", "H", "H", "I", "C", "C", "C", "C", "C", "N", "H", "H", "H", "H"],
  "xyz": [[-0.27, -1.11, -1.61], [-1.05, -5.28, 2.20], [-1.39, -4.48, 0.19], [0.21, 0.33, 0.51], [-2.05, -0.04, -1.98], [0.33, -2.70, 0.04], [-4.02, -0.60, 2.26], [-2.70, -1.25, 1.81], [-1.15, -0.16, 2.29], [0.01, -0.99, 3.62], [-0.76, -1.30, 4.90], [-1.70, 1.66, 2.69], [-1.42, 2.73, 1.94], [-0.23, 2.57, 0.39], [1.52, 3.41, 0.73], [1.42, 4.78, 1.41], [-0.90, 3.11, -1.37], [-0.53, 4.55, -1.73], [-1.90, 4.09, 2.29], [-2.53, 4.88, 1.34], [-2.99, 6.15, 1.66], [-2.79, 6.65, 2.94], [-2.16, 5.87, 3.90], [-1.71, 4.60, 3.58], [-4.87, -1.23, 2.00], [-4.16, 0.37, 1.78], [-4.04, -0.44, 3.34], [-2.71, -1.42, 0.73], [-2.57, -2.22, 2.30], [0.85, -0.31, 3.81], [0.42, -1.90, 3.18], [-1.16, -0.40, 5.37], [-0.11, -1.78, 5.64], [-1.59, -1.99, 4.71], [-2.33, 1.81, 3.57], [2.03, 3.49, -0.23], [2.10, 2.72, 1.35], [0.82, 5.48, 0.82], [2.41, 5.21, 1.54], [0.95, 4.70, 2.39], [-1.98, 2.95, -1.41], [-0.48, 2.42, -2.10], [-1.03, 5.27, -1.08], [-0.81, 4.78, -2.75], [0.54, 4.72, -1.64], [-2.71, 4.48, 0.34], [-3.49, 6.75, 0.91], [-3.14, 7.64, 3.19], [-2.00, 6.26, 4.89], [-1.21, 3.99, 4.32], [-1.03, -3.26, -3.08], [1.01, -0.73, -3.17], [1.70, -0.74, -4.37], [2.88, -0.01, -4.38], [3.33, 0.65, -3.23], [2.59, 0.61, -2.07], [1.44, -0.08, -2.12], [1.34, -1.28, -5.23], [3.48, 0.03, -5.28], [4.27, 1.19, -3.24], [2.88, 1.08, -1.14]],
  "energy_ha": -7224.46977,
  "total_charge": 1,
  "max_force_ev_per_a": 0.6,
  "orbital_gap_ev": 6.4,
  "spin_multiplicity": 1,
  "lumo_energy_ha": -0.1714
}

# 6
{
  "formula": "C35H63BClN3O7P3SeTi",
  "method": "wB97M-V/def2-TZVPD",
  "symbols": ["Ti", "C", "C", "C", "C", "P", "C", "N", "B", "N", "C", "P", "C", "C", "C", "C", "C", "C", "C", "C", "C", "C", "C", "C", "C", "C", "C", "C", "C", "C", "H", "H", "H", "H", "H", "H", "H", "H", "H", "H", "H", "H", "H", "H", "H", "H", "H", "H", "H", "H", "H", "H", "H", "H", "H", "H", "H", "H", "H", "H", "H", "H", "H", "H", "H", "H", "H", "H", "H", "H", "H", "H", "H", "H", "O", "Se", "O", "O", "O", "Cl", "C", "C", "C", "C", "N", "C", "H", "H", "H", "H", "C", "C", "O", "P", "O", "C", "C", "O", "C", "C", "H", "H", "H", "H", "H", "H", "H", "H", "H", "H", "H", "H", "H", "H", "H"],
  "xyz": [[0.12, 0.22, -0.54], [-3.73, -1.99, 1.91], [-2.79, -2.94, 2.66], [-3.25, -3.03, 4.11], [-2.89, -4.32, 1.99], [-1.05, -2.26, 2.28], [-1.08, -0.62, 3.17], [-1.66, 0.41, 2.32], [-1.31, 0.77, 0.95], [-1.94, 2.07, 0.80], [-1.87, 2.94, -0.35], [-1.70, 1.89, -1.88], [-1.22, 3.23, -3.15], [-1.50, 2.73, -4.57], [-1.83, 4.62, -2.94], [0.31, 3.36, -2.99], [-3.52, 1.43, -2.19], [-4.09, 0.80, -0.91], [-4.42, 2.60, -2.59], [-3.55, 0.34, -3.27], [-2.63, 2.42, 1.94], [-3.42, 3.53, 2.24], [-4.03, 3.59, 3.48], [-3.86, 2.58, 4.41], [-3.07, 1.47, 4.12], [-2.45, 1.39, 2.88], [0.23, -3.32, 3.22], [-0.27, -4.15, 4.41], [0.77, -4.26, 2.13], [1.38, -2.44, 3.71], [-4.75, -2.40, 1.90], [-3.41, -1.86, 0.87], [-3.76, -1.00, 2.37], [-4.33, -3.20, 4.13], [-3.05, -2.11, 4.66], [-2.78, -3.85, 4.65], [-3.93, -4.67, 2.01], [-2.28, -5.07, 2.49], [-2.58, -4.26, 0.94], [-0.05, -0.35, 3.40], [-1.64, -0.69, 4.10], [-0.98, 3.58, -0.28], [-2.76, 3.58, -0.42], [-2.55, 2.83, -4.84], [-1.21, 1.68, -4.68], [-0.92, 3.32, -5.28], [-2.91, 4.61, -3.07], [-1.41, 5.30, -3.69], [-1.60, 5.02, -1.96], [0.80, 2.42, -3.26], [0.60, 3.59, -1.97], [0.68, 4.14, -3.65], [-4.27, 1.52, -0.12], [-3.41, 0.03, -0.53], [-5.05, 0.32, -1.15], [-4.36, 3.42, -1.88], [-5.46, 2.25, -2.61], [-4.18, 2.97, -3.59], [-2.97, -0.52, -2.94], [-3.14, 0.69, -4.22], [-4.58, 0.02, -3.44], [-3.55, 4.33, 1.52], [-4.64, 4.45, 3.74], [-4.35, 2.65, 5.38], [-2.93, 0.69, 4.87], [-1.00, -4.90, 4.11], [-0.70, -3.52, 5.18], [0.58, -4.68, 4.84], [-0.02, -4.86, 1.68], [1.53, -4.94, 2.54], [1.23, -3.66, 1.33], [1.08, -1.84, 4.58], [1.73, -1.77, 2.93], [2.21, -3.07, 4.02], [0.93, 1.86, 2.39], [1.78, 1.37, 1.12], [1.11, 1.98, -0.29], [1.53, -0.25, 0.83], [3.32, 1.74, 1.31], [-0.63, -1.22, -5.89], [-0.83, -1.67, -4.22], [-1.42, -2.90, -3.91], [-1.57, -3.15, -2.52], [-1.15, -2.25, -1.60], [-0.55, -1.04, -1.90], [-0.42, -0.79, -3.26], [-1.72, -3.60, -4.67], [-2.04, -4.07, -2.19], [-1.28, -2.44, -0.54], [0.00, 0.16, -3.55], [3.55, -0.78, -5.82], [2.50, -0.49, -4.76], [3.15, 0.04, -3.62], [2.38, 0.15, -2.14], [2.48, -1.38, -1.63], [3.71, -2.08, -1.45], [3.68, -3.37, -2.25], [3.67, 0.78, -1.41], [4.05, 2.14, -1.66], [5.45, 2.33, -1.11], [3.08, -1.25, -6.69], [4.31, -1.46, -5.42], [4.03, 0.14, -6.13], [1.97, -1.41, -4.50], [1.77, 0.22, -5.16], [3.82, -2.28, -0.38], [4.55, -1.46, -1.77], [2.78, -3.93, -2.02], [4.56, -3.98, -2.00], [3.69, -3.16, -3.32], [3.35, 2.80, -1.15], [4.03, 2.34, -2.73], [5.43, 2.11, -0.04], [5.78, 3.35, -1.27], [6.15, 1.65, -1.60]],
  "s_squared": 2.022,
  "energy_ha": -6822.54792,
  "total_charge": -1,
  "max_force_ev_per_a": 3.3,
  "orbital_gap_ev": [5.4, 7.4],
  "spin_multiplicity": 3,
  "lumo_energy_ha": [0.0889, 0.0886]
}

# 7
{
  "formula": "C28H26FNO7PS2",
  "method": "wB97M-V/def2-TZVPD",
  "symbols": ["C", "C", "O", "C", "C", "P", "C", "C", "C", "C", "C", "C", "C", "C", "C", "C", "C", "C", "O", "O", "H", "H", "H", "H", "H", "H", "H", "H", "H", "H", "H", "H", "H", "H", "H", "H", "C", "C", "C", "C", "S", "N", "F", "S", "C", "C", "C", "C", "C", "C", "O", "O", "O", "O", "C", "C", "H", "H", "H", "H", "H", "H", "H", "H", "H", "H"],
  "xyz": [[-5.29, 1.62, 1.56], [-4.11, 0.90, 2.17], [-3.04, 1.87, 2.18], [-1.90, 1.35, 2.70], [-0.75, 2.18, 2.39], [0.49, 2.10, 3.63], [1.26, 0.52, 3.11], [0.95, 0.05, 1.84], [1.40, -1.20, 1.40], [2.27, -1.94, 2.22], [2.62, -1.46, 3.48], [2.12, -0.23, 3.94], [1.60, 3.48, 3.24], [1.89, 3.75, 1.90], [2.82, 4.75, 1.58], [3.41, 5.52, 2.59], [3.06, 5.30, 3.93], [2.15, 4.28, 4.26], [0.19, 2.13, 5.09], [-1.91, 0.28, 3.32], [-6.05, 0.90, 1.25], [-5.73, 2.27, 2.32], [-4.98, 2.22, 0.70], [-4.34, 0.56, 3.19], [-3.81, 0.03, 1.56], [-0.95, 3.11, 1.88], [0.33, 0.65, 1.18], [1.05, -1.55, 0.44], [2.65, -2.91, 1.87], [3.29, -2.04, 4.13], [2.39, 0.13, 4.93], [1.40, 3.17, 1.12], [3.06, 4.92, 0.53], [4.13, 6.29, 2.34], [3.49, 5.91, 4.73], [1.87, 4.11, 5.30], [4.60, -0.95, -2.58], [4.22, -1.57, -3.78], [3.15, -2.47, -3.78], [2.48, -2.72, -2.58], [1.11, -3.89, -2.61], [-0.32, -2.74, -2.67], [-0.52, -2.25, -1.24], [-1.85, -3.65, -3.16], [-2.99, -2.31, -3.59], [-3.74, -1.69, -2.60], [-4.66, -0.70, -2.98], [-4.83, -0.38, -4.33], [-4.13, -1.09, -5.32], [-3.21, -2.07, -4.94], [-1.57, -4.25, -4.44], [-2.30, -4.40, -2.02], [1.23, -4.52, -3.90], [1.01, -4.65, -1.39], [2.92, -2.20, -1.37], [3.97, -1.28, -1.38], [5.42, -0.23, -2.58], [4.74, -1.37, -4.71], [2.85, -2.97, -4.69], [-3.60, -1.97, -1.56], [-5.26, -0.19, -2.22], [-5.53, 0.40, -4.62], [-4.30, -0.90, -6.38], [-2.67, -2.64, -5.69], [2.46, -2.52, -0.45], [4.30, -0.83, -0.44]],
  "energy_ha": -2901.54241,
  "total_charge": -1,
  "max_force_ev_per_a": 3.2,
  "orbital_gap_ev": 5.2,
  "spin_multiplicity": 1,
  "lumo_energy_ha": 0.0540
}

# 8
{
  "formula": "C16H19N2O4Sc",
  "method": "wB97M-V/def2-TZVPD",
  "symbols": ["Sc", "C", "C", "C", "C", "C", "C", "C", "C", "C", "C", "H", "H", "H", "H", "H", "H", "H", "H", "H", "H", "H", "H", "H", "H", "C", "C", "N", "C", "C", "N", "C", "O", "O", "C", "O", "O", "H", "H", "H", "H", "H"],
  "xyz": [[-6.70, -13.14, -2.98], [-8.53, -16.73, -0.03], [-8.47, -15.29, -0.58], [-9.83, -14.59, -0.43], [-7.87, -15.31, -1.97], [-8.63, -15.02, -3.11], [-8.09, -14.99, -4.39], [-6.73, -15.30, -4.62], [-6.08, -15.30, -5.98], [-5.95, -15.56, -3.48], [-6.51, -15.58, -2.20], [-8.86, -16.67, 1.01], [-7.54, -17.17, -0.03], [-9.20, -17.36, -0.56], [-7.79, -14.74, 0.08], [-10.63, -15.13, -0.93], [-9.80, -13.56, -0.77], [-10.05, -14.59, 0.66], [-9.69, -14.79, -2.95], [-8.72, -14.69, -5.22], [-5.09, -15.75, -5.94], [-5.97, -14.28, -6.37], [-6.72, -15.85, -6.67], [-4.91, -15.73, -3.58], [-5.85, -15.75, -1.37], [-2.75, -12.82, -3.68], [-3.50, -11.86, -2.84], [-4.80, -11.88, -2.62], [-5.12, -10.82, -1.79], [-3.98, -10.13, -1.51], [-2.97, -10.83, -2.17], [-3.67, -8.96, -0.59], [-2.37, -8.57, -0.65], [-4.45, -8.58, 0.20], [-6.54, -10.61, -1.47], [-7.03, -9.65, -0.98], [-7.25, -11.74, -1.84], [-3.44, -13.29, -4.38], [-2.23, -13.58, -3.08], [-1.99, -12.31, -4.28], [-2.00, -10.57, -2.11], [-2.27, -7.78, -1.21]],
  "energy_ha": -1791.83762,
  "total_charge": 2,
  "max_force_ev_per_a": 1.7,
  "orbital_gap_ev": 7.5,
  "spin_multiplicity": 1,
  "lumo_energy_ha": -0.3179
}